92
Properties=species:S:1:pos:R:3:forces:R:3 method="wB97M-V/def2-TZVPD" lumo_energy_ev=4.025 charge=-2 orbital_gap_ev=5.903 total_energy_ha=-5760.63066
Pd 13.6293 9.5573 14.3839 0.2 0.1 -0.4
C 11.1029 13.8291 9.1329 3.9 8.6 -1.8
C 12.0952 13.7466 10.3331 -2.7 -5.0 -1.6
C 12.9718 14.8677 10.5162 -4.8 3.6 -0.3
C 12.8834 12.4542 9.9900 0.6 -0.7 -1.8
C 13.2288 11.9369 8.6637 3.7 -3.6 9.8
C 14.1509 10.8694 8.5600 -1.2 0.7 2.2
C 14.7478 10.3014 9.7051 -1.4 2.0 -1.2
C 14.4268 10.8044 10.9454 0.8 -2.0 0.0
P 15.0692 9.8708 12.4170 -2.4 -0.2 1.3
C 16.0609 8.4187 11.9522 1.2 0.4 -1.0
C 15.5475 7.1255 11.9335 -4.1 2.4 0.0
C 16.2617 6.0187 11.7828 3.7 -3.6 -1.1
C 17.7118 6.1557 11.7020 -2.1 0.8 -0.3
C 18.2589 7.4740 11.6552 -1.4 -4.1 0.3
C 17.4197 8.5548 11.7302 0.8 0.4 0.2
C 16.3062 10.8785 13.1746 1.1 -0.1 1.4
C 16.7424 10.4544 14.4464 -0.3 0.1 -0.7
C 17.5607 11.2307 15.2283 0.9 0.7 0.1
C 18.0660 12.4434 14.7187 -0.2 -0.1 0.3
C 17.5877 12.8405 13.4681 4.0 4.4 1.7
C 16.8278 12.0791 12.7370 -1.7 -4.3 2.8
C 13.3962 11.7387 11.0404 0.8 0.8 1.5
O 13.0950 12.0761 12.3320 -2.2 1.6 0.1
C 11.7740 12.6686 12.5686 1.8 -5.0 4.0
C 11.1167 12.0865 13.7801 -2.7 4.4 -3.2
C 9.7362 12.6982 13.9491 6.9 0.5 -6.5
C 9.1928 13.5091 12.9668 -1.6 0.9 2.6
C 9.9290 13.8240 11.7538 -6.8 0.8 1.5
C 11.1703 13.3967 11.5973 3.3 0.8 -2.6
P 11.6736 10.7289 14.8124 0.3 -2.2 0.3
C 10.3354 9.3853 14.5809 -4.4 7.8 2.1
C 10.8269 8.2686 14.2883 1.0 -7.4 -2.7
C 10.0218 7.0395 14.4302 2.8 1.6 -1.3
C 8.6511 7.1594 14.6656 5.6 -9.6 0.1
C 8.2188 8.3684 14.8682 -9.1 6.5 2.7
C 8.8110 9.5974 14.9706 6.9 -0.7 -2.2
C 11.0669 11.0494 16.5491 1.5 0.6 -0.4
C 11.8347 12.0014 17.2965 -0.2 -0.2 -3.1
C 11.3953 12.5105 18.4777 -3.3 -4.8 0.1
C 10.2855 11.8093 19.1699 1.5 1.0 -1.1
C 9.6621 10.7640 18.4483 2.6 2.9 1.9
C 10.1144 10.3277 17.2029 -1.2 1.9 2.0
H 11.4710 14.3280 7.9645 -0.1 -2.3 3.3
H 10.5950 14.8017 9.3216 -0.7 -0.8 0.2
H 10.4689 13.0979 9.0159 -3.2 -4.0 -0.6
H 13.5701 14.9831 9.7559 3.4 -0.1 -4.7
H 13.6371 14.8697 11.2756 1.3 0.3 3.4
H 12.3221 15.8271 10.2667 1.2 -1.3 1.8
H 12.9815 12.2421 7.8338 -3.3 3.9 -8.0
H 14.2730 10.3841 7.6387 0.4 -0.3 -1.4
H 15.4109 9.5112 9.5642 1.2 -1.2 0.1
H 14.4260 7.1700 11.9402 1.0 -0.7 0.3
H 15.8843 4.9407 11.5930 0.2 2.1 0.7
H 18.2600 5.2125 11.5740 0.2 0.7 0.2
H 19.3074 7.4663 11.6059 1.3 0.8 -0.2
H 17.9593 9.4799 11.6580 -0.5 0.8 0.1
H 16.4833 9.4949 14.8394 -0.6 -0.5 0.1
H 17.7641 10.8415 16.2300 0.3 0.3 -0.3
H 18.8256 13.0450 15.2389 -0.7 -0.2 0.0
H 17.8519 13.8505 12.9476 -0.1 -1.8 1.5
H 16.6231 12.4640 11.8930 -2.1 2.3 -6.4
H 9.3512 12.3562 14.7485 -3.6 -1.5 5.6
H 8.1148 14.0055 13.4994 3.0 -1.2 -2.8
H 9.1400 14.2124 11.0163 2.3 0.0 0.5
H 11.7776 8.2395 13.7108 -0.2 -0.4 1.2
H 10.7776 6.2003 14.2456 -2.2 0.3 0.5
H 8.3840 5.9102 14.9444 -0.9 4.3 -0.8
H 6.9885 8.4553 15.1056 2.9 -0.4 -0.5
H 8.8685 10.7042 15.2497 -2.3 -2.1 -0.5
H 12.7113 12.3145 16.6533 -0.7 0.3 1.5
H 12.0457 13.0078 19.0267 2.5 3.1 2.4
H 10.0801 12.1302 20.2520 -0.1 -0.7 -1.9
H 8.8120 10.3917 18.8989 -1.6 -1.4 0.7
H 9.3448 9.7106 16.8861 0.0 -1.7 -1.3
F 13.0753 10.6876 21.1104 0.7 -1.6 -1.8
C 13.3875 9.8193 20.0459 0.2 -1.2 -1.0
C 12.4294 8.8572 19.5523 1.9 1.8 0.4
F 11.3022 8.6812 20.2391 -0.5 -0.1 -0.1
C 12.6995 8.1620 18.3666 0.0 0.3 1.2
F 11.7374 7.3926 17.8810 -0.8 -0.4 -0.2
C 13.9146 8.2008 17.7274 1.4 -0.4 -1.8
Se 14.3127 7.4871 15.9067 -0.4 0.3 0.9
C 14.9345 8.9268 18.3171 -1.1 1.7 1.5
F 16.1531 9.0925 17.8338 0.7 -0.4 -0.8
C 14.6767 9.7938 19.3886 -2.8 0.1 1.3
F 15.5574 10.7164 19.7762 0.6 0.0 0.1
N 16.0104 16.0682 12.7462 0.8 0.0 -0.4
C 15.0377 16.1706 13.3680 -2.5 0.5 1.0
N 13.9163 16.1291 14.0793 0.1 0.4 -0.2
C 12.9323 17.0066 14.2463 -0.4 0.4 0.3
N 11.9831 17.6626 14.5370 2.0 -1.2 -0.8